[1]
49
Properties=species:S:1:pos:R:3:forces:R:3 method="wB97M-V/def2-TZVPD" spin_multiplicity=4 charge=+3 s_squared=3.80 orbital_gap_ha="0.25408 / 0.20966"
Re -0.629 0.151 0.012 -1.10 0.22 0.34
C -0.412 -0.881 2.874 -0.23 0.08 -0.24
C -0.710 -2.290 2.422 -0.34 0.31 -0.29
O -0.625 -2.306 0.982 -0.08 -0.44 0.42
C -1.565 -3.190 0.356 0.10 0.30 -0.45
C -1.990 -2.506 -0.933 -0.07 0.06 -0.04
O -2.290 -1.112 -0.569 -0.48 -0.39 -0.45
C -3.476 -0.477 -1.149 0.44 0.39 -0.18
C -3.866 0.584 -0.157 0.03 0.11 0.14
O -2.608 1.179 0.330 -0.62 0.13 0.28
C -2.784 1.723 1.689 -0.10 0.07 -0.06
C -1.587 1.316 2.525 0.24 0.20 -0.43
O -1.226 0.003 2.011 0.34 -0.10 0.94
H 0.633 -0.617 2.735 0.05 0.16 0.05
H -0.726 -0.742 3.906 0.06 0.08 0.02
H -1.724 -2.547 2.744 0.07 -0.09 -0.15
H -0.012 -2.990 2.873 0.14 -0.11 0.00
H -2.444 -3.317 0.989 0.10 -0.10 0.08
H -1.112 -4.161 0.122 -0.10 0.13 0.18
H -2.905 -2.966 -1.324 0.28 0.10 -0.03
H -1.196 -2.506 -1.696 -0.29 0.07 0.23
H -4.283 -1.194 -1.257 0.03 -0.19 -0.06
H -3.226 -0.033 -2.123 0.03 -0.34 0.24
H -4.393 0.126 0.690 0.23 0.17 -0.12
H -4.500 1.365 -0.604 0.29 -0.25 0.14
H -3.684 1.285 2.124 0.05 0.02 -0.22
H -2.911 2.808 1.641 0.10 -0.18 -0.08
H -1.861 1.256 3.569 -0.09 -0.15 0.27
H -0.757 2.027 2.428 0.09 -0.34 -0.09
Cl -2.617 0.673 -4.616 -0.67 0.06 -0.41
C -0.880 0.838 -4.567 0.47 -0.17 1.26
Cl -0.332 2.440 -4.915 0.14 0.57 -0.49
Cl -0.074 -0.417 -5.444 0.30 -0.35 -0.64
C -0.556 0.610 -3.135 -0.60 0.42 -2.65
N -0.443 0.425 -2.031 0.22 -0.60 2.76
C 3.281 2.747 0.680 -0.44 0.12 -0.51
S 4.630 2.938 -0.516 -0.05 -0.12 0.03
C 5.431 1.379 -0.500 -0.45 0.37 0.13
C 4.982 0.125 -0.823 -1.02 -0.22 -0.48
S 3.386 -0.398 -1.493 0.27 0.24 0.13
S 6.098 -1.134 -0.813 0.40 -0.42 0.05
C 7.456 -0.188 -0.395 0.09 -0.10 0.01
S 8.987 -0.822 -0.269 0.09 -0.10 0.02
S 7.076 1.442 -0.113 0.71 0.39 0.13
H 2.973 3.785 0.827 -0.08 -0.11 0.08
H 3.630 2.353 1.620 0.21 -0.12 0.26
H 2.447 2.156 0.273 0.50 0.33 0.17
O 0.942 0.312 0.475 0.28 -0.02 0.14
O 2.448 0.751 -1.456 0.43 -0.09 -0.41

***

[2]
14
Properties=species:S:1:pos:R:3:forces:R:3 method="wB97M-V/def2-TZVPD" spin_multiplicity=3 s_squared=2.01 orbital_gap_ha="0.28391 / 0.32835"
C -0.985 0.566 -1.034 4.36 2.09 0.09
C -1.046 -0.715 1.027 0.07 -1.60 0.36
N -0.285 0.197 0.192 -0.27 0.58 0.88
N 1.962 0.643 0.164 2.17 5.01 1.35
N 1.026 -0.275 -0.061 -4.94 -1.73 -1.13
O 3.160 0.367 0.086 1.77 -0.67 -0.20
O 1.316 -1.455 -0.262 0.37 -1.32 -0.01
H -1.962 0.887 -1.002 -1.97 1.23 1.03
H -0.273 1.276 -1.543 -1.19 0.08 0.48
H -0.980 -0.172 -1.712 -0.11 -3.50 -2.36
H -0.943 -1.769 0.578 -0.82 1.31 0.54
H -0.545 -0.824 2.037 -0.86 0.49 -0.94
H -2.128 -0.327 1.075 1.79 -0.82 0.11
H 1.682 1.600 0.455 -0.36 -1.15 -0.18

***

Sequential electronic energy output: -122442.51049 -10745.02332 eV
Sequential max |F| output: 2.83 5.62 eV/A
Sequential relative energy (zero: lowest compared OMol25 entry of this formula, charge and spin) output: 0.000 3.522 eV